No. 1
This record from the Open Molecules 2025 dataset describes C23H16BrCl3IN6O2Rh as an isolated structure at a distorted geometry. The level of theory is wB97M-V/def2-TZVPD.

ORCA input file:
```
! wB97M-V def2-TZVPD RIJCOSX def2/J DEFGRID3
* xyz 2 1
I 3.85 3.45 3.53
Rh -0.34 -0.07 0.62
Br 2.66 4.27 -4.86
Cl -3.61 4.16 -0.61
Cl 0.30 4.50 0.77
Cl -3.14 4.28 2.30
O -3.73 -0.89 2.59
O -1.63 -0.32 2.15
N 1.34 0.09 3.06
N 1.08 -0.07 -0.92
N -1.88 -0.83 -0.42
N -1.17 1.69 0.47
N 0.36 -1.92 0.89
N 1.07 0.68 1.89
C -1.95 2.54 0.66
C 0.88 2.18 -1.76
C 1.96 -3.54 0.06
C -2.80 -0.73 1.84
C 1.38 -2.24 0.02
C -2.96 -1.05 0.35
C 2.22 0.79 3.78
C 2.54 1.91 3.02
C -4.22 -1.83 -1.51
C 1.24 3.18 -2.62
C -4.14 -1.55 -0.15
C 1.43 0.88 -1.83
C 2.70 1.63 -3.77
C -0.06 -2.84 1.76
C -1.96 -1.09 -1.72
C 0.45 -4.12 1.82
C -2.82 3.57 0.79
C 1.76 -1.25 -0.87
C 2.34 0.64 -2.90
C -3.11 -1.59 -2.30
C 1.49 -4.47 0.94
C 2.16 2.92 -3.65
C 1.78 1.80 1.84
H 2.58 0.49 4.74
H -3.13 -1.78 -3.36
H -5.13 -2.22 -1.93
H 0.81 4.17 -2.53
H 3.40 1.42 -4.57
H -4.97 -1.72 0.52
H 2.77 -0.34 -3.06
H -0.85 -2.55 2.45
H 0.07 -4.82 2.54
H 1.72 2.49 1.03
H 0.16 2.40 -0.98
H 0.86 -0.76 3.35
H -1.07 -0.89 -2.32
H 1.90 -5.47 0.96
H 2.63 -1.41 -1.49
H 2.77 -3.76 -0.62
*
```

Computed properties:
LUMO level (spin up / spin down), eV: -9.727 / -9.721

These are the Löwdin partial charges, in e, on atoms 1 to 8:
1. I 0.93
2. Rh 1.21
3. Br 0.84
4. Cl 0.86
5. Cl 0.00
6. Cl 0.87
7. O 0.13
8. O -0.14

No. 2
This record from the Open Molecules 2025 dataset describes C23H16CeO6P as an isolated structure at a distorted geometry. The level of theory is wB97M-V/def2-TZVPD.

ORCA input file:
```
! wB97M-V def2-TZVPD RIJCOSX def2/J DEFGRID3
* xyz 2 2
Ce -0.52 0.47 -2.99
P 0.25 0.47 0.57
O 0.85 -1.38 -2.80
O -1.74 -2.40 -4.94
O -2.87 1.17 -5.74
O -3.79 -1.24 -2.72
O 0.03 0.79 -0.96
O 0.68 0.62 -6.50
C -1.04 -0.65 1.10
C 0.96 3.69 2.95
C -1.00 -1.77 -4.22
C 0.36 -2.01 -3.83
C 1.12 2.48 2.28
C 3.31 -1.75 2.10
C -3.02 -2.45 1.97
C -0.16 4.48 2.72
C -2.17 0.96 -4.84
C 4.28 -1.70 1.09
C 0.13 2.04 1.39
C -2.73 -0.76 -2.82
C -1.12 4.08 1.79
C 0.35 0.67 -5.39
C 1.84 -0.34 0.77
C -0.98 2.86 1.11
C 4.02 -0.98 -0.08
C -2.03 -2.87 1.08
C -2.05 -0.22 1.97
C -1.05 -1.97 0.63
C 2.10 -1.08 1.94
C 2.82 -0.29 -0.24
C -3.04 -1.12 2.40
H -1.99 4.70 1.59
H -0.31 5.40 3.29
H 0.97 -2.69 -4.44
H 2.01 1.86 2.43
H 2.63 0.28 -1.15
H 1.34 -1.14 2.73
H -3.81 -0.77 3.08
H -1.72 2.57 0.37
H 1.72 4.00 3.67
H 3.50 -2.31 3.02
H 4.76 -0.94 -0.88
H -3.77 -3.16 2.33
H -2.06 0.81 2.33
H 5.23 -2.23 1.21
H -0.29 -2.30 -0.09
H -2.00 -3.91 0.74
*
```

Computed properties:
LUMO level (spin up / spin down), eV: -8.654 / -8.462

These are the Löwdin partial charges, in e, on atoms 1 to 8:
1. Ce 1.22
2. P 0.94
3. O -0.16
4. O 0.15
5. O 0.23
6. O 0.21
7. O -0.52
8. O 0.21

No. 3
This record from the Open Molecules 2025 dataset describes C23H16CoN2O6S5 as an isolated structure at a distorted geometry. The level of theory is wB97M-V/def2-TZVPD.

ORCA input file:
```
! wB97M-V def2-TZVPD RIJCOSX def2/J DEFGRID3
* xyz -1 1
Co -0.03 0.45 0.16
S 1.02 3.80 -0.01
S 1.36 -2.36 -0.92
S -1.75 4.69 -0.11
S 0.06 0.77 2.37
S -1.77 -1.04 -1.16
O 1.66 -1.83 -2.23
O -3.09 -0.89 -1.69
O 0.94 -1.33 0.07
O -1.65 -0.81 0.31
O -0.76 -0.15 -1.77
O 2.35 -3.24 -0.36
N 1.94 0.93 0.18
N -1.21 2.17 0.15
C 1.79 0.76 2.54
C -1.06 -5.54 -1.35
C -3.09 3.62 0.09
C -0.60 3.37 0.02
C -0.11 -3.34 -1.15
C 1.89 1.23 -2.22
C -2.31 -4.98 -1.56
C -2.47 -3.61 -1.56
C -2.63 2.30 0.24
C 4.58 0.69 2.75
C 2.40 0.72 3.77
C 3.97 0.75 1.48
C 2.62 1.00 -0.94
C -3.59 1.32 0.50
C 2.57 0.80 1.38
C 0.04 -4.71 -1.15
C 4.04 0.89 -0.92
C 4.70 0.76 0.26
C -4.44 3.95 0.14
C -4.93 1.65 0.54
C -1.38 -2.77 -1.36
C -5.37 2.95 0.35
C 3.81 0.69 3.87
H 5.78 0.69 0.29
H 1.78 0.71 4.66
H 5.67 0.65 2.81
H 1.12 1.99 -2.07
H 4.57 0.91 -1.86
H -0.93 -6.61 -1.34
H 4.27 0.66 4.85
H 1.03 -5.11 -0.97
H -5.66 0.86 0.73
H -3.28 0.31 0.67
H -3.44 -3.15 -1.72
H 1.40 0.31 -2.54
H -4.75 4.99 0.02
H -6.43 3.19 0.39
H 2.57 1.55 -3.00
H -3.17 -5.62 -1.71
*
```

Computed properties:
LUMO level (spin up / spin down), eV: 1.768 / 1.772

These are the Löwdin partial charges, in e, on atoms 1 to 8:
1. Co 0.42
2. S 0.55
3. S 0.50
4. S 0.98
5. S 0.84
6. S 0.56
7. O -0.29
8. O -0.27

No. 4
This record from the Open Molecules 2025 dataset describes C23H16FN7O10ReS as an isolated structure. The level of theory is wB97M-V/def2-TZVPD.

ORCA input file:
```
! wB97M-V def2-TZVPD RIJCOSX def2/J DEFGRID3
* xyz 0 2
Re -1.43 -0.72 -0.49
S -0.53 2.52 -0.07
F -0.66 -1.01 6.69
O 0.72 -1.57 -3.72
O -1.81 -0.18 1.55
O -0.94 1.56 5.64
O -3.53 -3.23 1.77
O -0.24 2.18 1.30
O 5.49 -1.82 0.56
O -1.20 3.75 -0.36
O 5.38 -0.90 -1.51
O -0.96 -1.08 -2.32
O -2.33 -2.32 0.12
N -3.26 0.11 -1.19
N -3.39 2.42 -1.71
N -1.26 -1.64 3.20
N 4.20 1.09 -3.22
N -1.51 1.28 -0.65
N 0.64 -1.01 -0.25
N -1.34 0.65 3.58
C -1.48 -0.39 2.73
C -2.49 -2.79 1.37
C -1.24 -2.75 2.25
C 0.80 2.21 -2.40
C 3.23 1.72 -1.13
C 1.90 1.86 -3.15
C -0.99 -1.84 4.55
C -4.59 2.17 -2.21
C 1.39 -0.90 0.86
C 0.34 -1.34 -2.61
C 2.12 2.06 -0.38
C 3.13 1.55 -2.52
C 0.90 2.27 -1.01
C -2.77 1.38 -1.20
C -1.06 0.58 4.95
C 2.75 -1.12 0.84
C -5.17 0.91 -2.26
C -4.44 -0.14 -1.73
C 2.60 -1.47 -1.52
C 4.93 -1.38 -0.44
C 1.25 -1.30 -1.42
C -0.90 -0.81 5.40
C 3.39 -1.37 -0.37
H 4.04 0.83 -4.18
H -5.12 3.03 -2.62
H -0.34 -2.70 1.64
H 4.83 0.48 -2.71
H 1.81 1.76 -4.23
H 3.06 -1.64 -2.49
H -0.15 2.40 -2.89
H 3.34 -1.04 1.74
H 4.18 1.53 -0.66
H -4.78 -1.17 -1.73
H -1.37 1.57 3.14
H -6.15 0.75 -2.69
H 2.19 2.13 0.69
H -1.22 -3.67 2.83
H 0.88 -0.60 1.76
H -0.87 -2.86 4.88
*
```

Computed properties:
LUMO level (spin up / spin down), eV: -2.243 / -2.244

These are the Löwdin partial charges, in e, on atoms 1 to 8:
1. Re 1.72
2. S 0.66
3. F 0.12
4. O 0.16
5. O -0.08
6. O 0.15
7. O 0.16
8. O -0.31

No. 5
This record from the Open Molecules 2025 dataset describes C23H16I2N4OOsSe as an isolated structure. The level of theory is wB97M-V/def2-TZVPD.

ORCA input file:
```
! wB97M-V def2-TZVPD RIJCOSX def2/J DEFGRID3
* xyz 2 5
Os -0.12 -0.01 0.23
I -2.15 0.51 -4.58
I -1.97 6.23 -2.99
Se -2.41 -0.67 1.01
O -0.88 0.34 -1.63
N -4.59 2.38 3.79
N 0.87 -0.64 2.00
N -0.27 2.10 0.20
N 0.18 -2.09 -0.18
C 0.80 -4.16 1.03
C -1.59 4.27 -2.51
C -4.02 2.78 2.66
C 0.07 2.99 1.12
C 1.86 -0.44 4.18
C -1.02 3.92 -1.23
C -3.33 1.93 1.80
C -1.90 3.29 -3.44
C -3.26 0.59 2.15
C 1.06 -2.00 2.08
C 0.68 -2.80 0.99
C -0.66 4.83 -0.22
C -1.12 1.55 -1.94
C -0.80 2.56 -0.97
C 1.33 -4.78 2.18
C -0.12 4.36 0.95
C -3.86 0.14 3.32
C 1.27 0.09 3.02
C -1.68 1.94 -3.19
C 1.61 -2.62 3.21
C 1.74 -4.03 3.24
C 2.02 -1.79 4.28
C -4.50 1.09 4.11
H 1.42 -5.86 2.20
H -0.81 5.89 -0.37
H 0.49 2.62 2.04
H 0.17 5.04 1.74
H -2.87 2.31 0.90
H 0.50 -4.76 0.18
H -0.67 -2.52 -0.54
H -2.32 3.58 -4.39
H 1.13 1.16 2.95
H -4.98 0.78 5.03
H 0.86 -2.17 -0.94
H -3.83 -0.90 3.61
H 2.16 0.23 4.97
H 2.45 -2.24 5.17
H 2.16 -4.50 4.12
H -4.11 3.83 2.42
*
```

Computed properties:
LUMO level (spin up / spin down), eV: -6.710 / -8.924

These are the Löwdin partial charges, in e, on atoms 1 to 8:
1. Os 1.24
2. I 1.12
3. I 1.14
4. Se 0.86
5. O -0.24
6. N 0.09
7. N -0.09
8. N -0.07

No. 6
This record from the Open Molecules 2025 dataset describes C23H16I2N4OOsSe as an isolated structure. The level of theory is wB97M-V/def2-TZVPD.

ORCA input file:
```
! wB97M-V def2-TZVPD RIJCOSX def2/J DEFGRID3
* xyz 2 5
Os 0.00 0.07 -0.14
I 4.02 3.12 1.98
I 6.86 -2.09 1.31
Se 0.66 0.81 -2.29
O 1.73 1.32 0.82
N 1.58 -1.29 0.01
N -1.56 1.56 0.02
N 1.64 1.45 -6.80
N -0.72 -0.37 1.74
C 0.29 0.40 -5.14
C -0.26 -1.30 2.56
C 3.90 -1.60 0.61
C 2.76 0.61 0.91
C 0.63 0.66 -6.46
C 1.06 1.02 -4.16
C 2.37 2.03 -5.86
C -2.17 1.49 1.34
C -3.14 2.36 1.77
C 2.75 -0.80 0.50
C 2.61 -3.41 -0.30
C 3.80 -2.93 0.19
C -0.72 -1.46 3.87
C 1.52 -2.56 -0.38
C 5.10 -1.00 1.12
C -1.69 0.48 2.20
C -3.23 1.28 3.91
C 5.12 0.33 1.51
C -2.22 0.37 3.51
C 4.00 1.13 1.41
C -1.70 -0.63 4.35
C -3.67 2.25 3.06
C 2.12 1.84 -4.50
H 2.72 2.34 -3.76
H 4.66 -3.59 0.26
H -2.29 1.64 -0.68
H -0.29 -2.24 4.49
H -2.08 -0.74 5.35
H -1.02 2.43 -0.05
H -4.44 2.94 3.38
H 0.57 -2.90 -0.78
H 0.50 -1.97 2.18
H -0.54 -0.25 -4.90
H -3.50 3.14 1.11
H 0.07 0.21 -7.27
H 3.18 2.66 -6.18
H -3.64 1.19 4.91
H 2.51 -4.44 -0.63
H 6.03 0.77 1.90
*
```

Computed properties:
LUMO level (spin up / spin down), eV: -6.488 / -8.406

These are the Löwdin partial charges, in e, on atoms 1 to 8:
1. Os 1.07
2. I 1.08
3. I 1.10
4. Se 0.84
5. O -0.14
6. N -0.13
7. N -0.05
8. N 0.09